Record 1
{"formula": "C16H15Cl32F6GaNO2S", "method": "ωB97M-V/def2-TZVPD", "elements": ["C", "C", "C", "N", "Ga", "C", "C", "C", "F", "S", "O", "O", "C", "F", "F", "C", "F", "F", "F", "H", "H", "H", "H", "H", "H", "H", "H", "H", "H", "H", "H", "H", "H", "H", "C", "Cl", "Cl", "Cl", "Cl", "C", "Cl", "Cl", "Cl", "Cl", "C", "Cl", "Cl", "Cl", "Cl", "C", "Cl", "Cl", "Cl", "Cl", "C", "Cl", "Cl", "Cl", "Cl", "C", "Cl", "Cl", "Cl", "Cl", "C", "Cl", "Cl", "Cl", "Cl", "C", "Cl", "Cl", "Cl", "Cl"], "xyz": [[3.779, -2.314, 1.267], [2.703, -1.794, 0.144], [1.165, -1.594, 0.712], [1.201, -0.456, 1.708], [0.495, 1.204, 0.994], [2.038, 2.148, -0.072], [3.217, 2.455, 1.041], [2.661, 3.651, 2.029], [4.534, 2.773, 0.440], [-1.333, 0.979, -0.387], [-1.077, 0.124, -1.671], [-1.671, 2.427, -0.908], [-2.796, 0.184, 0.491], [-2.274, -0.299, 1.816], [-3.279, -0.964, -0.351], [-4.087, 1.174, 0.703], [-4.961, 0.512, 1.743], [-3.758, 2.514, 1.245], [-4.949, 1.224, -0.534], [3.942, -1.542, 2.150], [3.506, -3.379, 1.689], [4.843, -2.441, 0.742], [2.661, -2.620, -0.697], [3.050, -0.744, -0.248], [0.836, -2.562, 1.325], [0.412, -1.445, -0.180], [0.800, -0.713, 2.637], [0.082, 2.219, 2.188], [2.395, 1.442, -0.936], [1.561, 3.106, -0.549], [3.290, 1.478, 1.723], [3.588, 4.303, 2.366], [1.849, 4.296, 1.457], [2.116, 3.222, 2.994], [-0.361, -5.095, 3.555], [0.388, -6.603, 4.137], [-2.134, -5.276, 3.549], [0.096, -3.751, 4.631], [0.206, -4.751, 1.901], [-5.461, -2.972, -2.245], [-4.423, -3.039, -3.692], [-4.652, -3.806, -0.894], [-5.755, -1.272, -1.803], [-7.014, -3.773, -2.592], [3.586, 7.949, 2.308], [2.345, 9.175, 1.945], [5.094, 8.759, 2.803], [3.014, 6.899, 3.629], [3.890, 6.964, 0.855], [1.486, -1.461, -3.606], [2.234, -2.969, -3.024], [-0.287, -1.641, -3.612], [1.943, -0.117, -2.530], [2.053, -1.117, -5.260], [-1.514, -10.139, 5.166], [-2.801, -11.256, 4.646], [-1.748, -8.557, 4.381], [-1.581, -9.939, 6.935], [0.072, -10.803, 4.702], [-3.314, -0.051, -6.275], [-2.358, -1.167, -7.282], [-3.254, 1.585, -6.979], [-5.005, -0.608, -6.212], [-2.640, -0.013, -4.626], [-0.314, -0.922, -11.056], [0.642, -2.039, -12.063], [-0.254, 0.713, -11.760], [-2.005, -1.480, -10.993], [0.360, -0.884, -9.407], [0.586, 8.977, 6.740], [1.334, 7.469, 7.322], [-1.187, 8.797, 6.734], [1.043, 10.322, 7.816], [1.153, 9.322, 5.086]], "forces_ev_per_angstrom": [[0.638, 0.125, -0.266], [-0.379, -0.568, 0.513], [0.894, -1.065, 1.005], [-1.199, -0.313, -0.574], [2.493, 0.594, 1.862], [0.661, 0.193, -0.543], [-2.381, -0.675, 0.519], [0.477, 0.173, -0.155], [-2.287, -0.379, 1.123], [0.249, 2.546, -7.294], [-1.089, 1.514, 4.328], [0.158, -4.106, 2.605], [-1.378, -2.250, 0.440], [-2.019, 1.330, -4.062], [1.499, 3.390, 3.235], [-2.759, 0.160, 1.497], [2.611, 2.267, -3.276], [-1.296, -4.871, -2.304], [3.282, 0.396, 4.364], [-0.603, -1.655, -1.824], [0.341, 2.140, -0.708], [-2.274, 0.302, 1.059], [0.302, 2.024, 1.718], [-0.546, -2.245, 0.638], [0.821, 2.148, -1.747], [1.468, -0.283, 1.544], [0.329, 0.116, -1.354], [-0.343, -0.420, -0.366], [-0.304, 1.594, 1.831], [1.267, -1.560, 0.857], [0.535, 2.019, -1.751], [-2.024, -1.257, -0.696], [1.880, -1.161, 1.182], [1.315, 0.718, -2.170], [0.243, 0.099, -0.138], [0.437, 0.994, -0.225], [0.331, 0.034, 0.005], [-0.135, -0.321, -0.291], [-0.311, -0.440, 0.619], [0.118, 0.253, 0.054], [-0.261, -0.076, 0.422], [-0.211, 0.165, -0.333], [-0.079, -0.656, -0.302], [0.252, 0.095, 0.045], [0.033, -0.305, -0.074], [0.241, -0.202, 0.038], [-0.323, -0.133, -0.083], [0.232, 0.248, -0.403], [-0.092, 0.329, 0.434], [-0.376, 0.163, 0.287], [-0.160, 0.124, -0.593], [1.083, -0.422, -0.205], [-0.224, -0.546, -0.872], [-0.048, -0.072, 0.199], [-0.170, 0.159, -0.118], [0.282, 0.170, 0.133], [-0.477, -1.157, 0.405], [0.027, -0.053, -0.399], [-0.343, 0.155, 0.106], [0.106, 0.017, 0.441], [-0.251, 0.225, 0.227], [-0.013, -0.354, 0.094], [0.291, 0.148, -0.117], [-0.502, 0.298, -0.652], [0.004, 0.014, 0.149], [-0.208, 0.240, 0.199], [-0.017, -0.384, 0.155], [0.418, 0.139, -0.033], [-0.139, -0.007, -0.499], [0.009, 0.001, -0.152], [-0.174, 0.361, -0.147], [0.425, 0.040, 0.016], [-0.097, -0.282, -0.200], [-0.257, -0.006, 0.575]], "e_homo_ev": -5.686, "multiplicity": 1, "energy_ha": -18471.9270, "homo_lumo_gap_ev": 6.991, "total_charge": -1}

***

Record 2
{"formula": "C41H40Cl3N12NaO9", "method": "ωB97M-V/def2-TZVPD", "elements": ["Na", "N", "N", "C", "N", "N", "N", "O", "O", "H", "H", "H", "H", "H", "Cl", "C", "C", "C", "Cl", "C", "O", "C", "C", "O", "C", "H", "H", "H", "O", "C", "O", "C", "C", "C", "N", "C", "C", "C", "O", "O", "H", "H", "H", "N", "C", "C", "C", "C", "C", "C", "C", "N", "C", "C", "N", "C", "H", "H", "H", "H", "H", "H", "H", "C", "C", "C", "C", "C", "O", "C", "C", "C", "C", "C", "C", "Cl", "C", "C", "C", "N", "C", "N", "C", "N", "H", "H", "H", "H", "H", "H", "H", "H", "H", "H", "H", "H", "H", "H", "H", "H", "H", "H", "H", "H", "H", "H"], "xyz": [[-0.256, -2.295, 0.663], [-1.681, 0.281, 3.216], [-0.774, 1.080, 3.917], [0.566, 0.985, 3.801], [1.297, 1.762, 4.639], [1.023, 0.109, 2.938], [2.362, 0.120, 2.667], [3.074, 1.123, 2.927], [2.821, -0.894, 2.215], [-1.562, 0.419, 2.217], [-1.472, -0.703, 3.367], [-1.139, 1.489, 4.755], [0.833, 2.528, 5.092], [2.241, 1.912, 4.322], [-8.008, -2.483, 0.400], [-6.303, -2.290, 0.775], [-5.701, -3.168, 1.697], [-4.374, -3.046, 1.986], [-3.622, -4.159, 3.086], [-3.512, -2.033, 1.390], [-2.284, -2.015, 1.599], [-4.202, -1.139, 0.478], [-3.558, -0.016, -0.182], [-2.432, 0.436, -0.044], [-5.570, -1.306, 0.187], [-6.283, -3.952, 2.165], [-4.232, 0.477, -0.925], [-6.044, -0.625, -0.515], [3.147, -5.287, 6.334], [3.295, -5.584, 5.119], [4.025, -6.459, 4.597], [2.334, -4.856, 4.142], [1.333, -4.023, 4.638], [0.484, -3.390, 3.750], [0.588, -3.508, 2.419], [1.548, -4.309, 1.930], [2.419, -5.012, 2.765], [1.616, -4.428, 0.391], [1.936, -5.538, -0.067], [1.308, -3.363, -0.245], [1.247, -3.891, 5.709], [-0.324, -2.749, 4.106], [3.161, -5.675, 2.341], [-8.814, -2.684, -6.341], [-7.946, -2.840, -5.607], [-6.851, -3.036, -4.683], [-6.467, -4.320, -4.315], [-5.417, -4.512, -3.438], [-4.742, -3.419, -2.906], [-5.136, -2.132, -3.260], [-6.176, -1.945, -4.149], [-3.689, -3.605, -2.007], [-3.493, -4.684, -1.147], [-2.353, -4.408, -0.470], [-1.826, -3.196, -0.889], [-2.624, -2.751, -1.807], [-6.990, -5.169, -4.734], [-5.103, -5.513, -3.177], [-4.642, -1.279, -2.812], [-6.487, -0.945, -4.422], [-4.202, -5.491, -1.060], [-1.877, -4.981, 0.317], [-2.500, -1.823, -2.352], [3.892, 5.338, -2.449], [3.461, 3.926, -2.876], [3.636, 3.808, -4.402], [4.430, 2.925, -2.227], [1.963, 3.684, -2.490], [1.126, 4.550, -3.299], [1.609, 4.026, -1.031], [2.347, 3.329, 0.139], [3.268, 4.232, 0.935], [2.865, 5.501, 1.346], [3.705, 6.329, 2.080], [4.970, 5.877, 2.413], [6.042, 6.919, 3.320], [5.392, 4.612, 2.043], [4.537, 3.800, 1.310], [1.401, 2.298, -2.902], [1.403, 1.234, -1.925], [0.461, 0.953, -1.010], [0.814, -0.092, -0.301], [2.016, -0.453, -0.849], [2.421, 0.338, -1.825], [4.933, 5.494, -2.745], [3.836, 5.472, -1.367], [3.302, 6.130, -2.930], [4.633, 4.167, -4.671], [2.898, 4.389, -4.953], [3.567, 2.767, -4.730], [5.379, 2.955, -2.771], [4.060, 1.900, -2.249], [4.645, 3.186, -1.187], [1.397, 5.458, -3.132], [0.535, 3.844, -0.951], [1.730, 5.108, -0.938], [2.918, 2.465, -0.201], [1.605, 2.924, 0.831], [1.869, 5.857, 1.098], [3.381, 7.314, 2.393], [6.375, 4.262, 2.332], [4.851, 2.795, 1.051], [1.890, 1.925, -3.798], [0.360, 2.494, -3.149], [-0.468, 1.504, -0.907], [2.553, -1.340, -0.532]], "forces_ev_per_angstrom": [[-0.275, 0.741, 0.116], [-0.089, -0.217, 0.008], [-0.065, -0.027, -0.162], [0.272, 0.089, 0.133], [-0.206, 0.078, 0.159], [-0.083, 0.060, -0.392], [0.510, -0.159, 0.916], [-0.187, -0.178, -0.549], [-0.123, 0.176, -0.343], [-0.044, 0.076, -0.076], [-0.015, -0.025, -0.023], [-0.092, 0.097, 0.134], [-0.111, 0.027, 0.008], [0.189, 0.001, -0.022], [0.086, -0.006, 0.011], [-0.095, -0.118, 0.055], [0.048, -0.027, 0.021], [-0.040, 0.081, -0.012], [-0.043, 0.065, -0.058], [0.229, -0.017, -0.328], [-0.486, 0.321, 0.380], [0.104, 0.110, 0.111], [0.112, -0.131, 0.020], [-0.169, -0.103, 0.090], [0.018, 0.125, -0.069], [-0.001, 0.025, -0.027], [-0.045, 0.018, 0.048], [0.023, -0.030, 0.043], [0.273, 0.031, -0.564], [-0.391, -0.709, 0.271], [-0.056, 0.542, 0.249], [0.147, 0.148, 0.025], [-0.007, 0.053, -0.062], [0.090, -0.115, -0.314], [0.247, -0.189, 0.362], [-0.154, 0.001, 0.168], [-0.056, 0.052, -0.082], [0.009, 0.056, -0.172], [-0.068, 0.522, 0.085], [0.719, -0.958, 0.040], [0.013, -0.017, -0.018], [0.046, -0.064, -0.031], [-0.034, 0.019, 0.029], [-0.241, 0.038, -0.217], [0.487, -0.069, 0.425], [-0.243, 0.018, -0.193], [0.013, -0.213, 0.004], [-0.085, -0.095, -0.089], [0.018, -0.004, 0.141], [-0.030, 0.166, -0.050], [0.032, 0.219, 0.016], [0.075, -0.035, -0.154], [0.008, 0.248, -0.033], [0.201, 0.158, 0.088], [-0.033, -0.361, -0.339], [-0.229, -0.156, 0.296], [0.015, -0.023, 0.024], [-0.013, -0.010, -0.007], [-0.037, -0.027, -0.024], [0.030, 0.014, 0.030], [0.050, 0.094, -0.030], [-0.061, 0.114, -0.164], [-0.035, -0.188, 0.034], [0.005, 0.051, -0.082], [-0.040, -0.004, -0.112], [-0.012, -0.117, 0.038], [0.020, 0.059, 0.152], [0.030, -0.024, 0.035], [0.167, -0.058, 0.078], [0.012, -0.114, 0.063], [0.061, 0.040, -0.025], [-0.031, -0.032, -0.052], [-0.003, 0.058, 0.032], [-0.057, 0.004, -0.027], [-0.011, -0.022, -0.030], [-0.036, -0.037, -0.024], [0.027, -0.040, 0.010], [-0.016, -0.039, 0.104], [0.035, 0.030, 0.038], [0.159, 0.268, 0.021], [-0.068, 0.015, 0.053], [0.162, -0.370, -0.201], [-0.028, 0.098, 0.120], [-0.286, -0.086, 0.071], [-0.056, 0.013, 0.016], [0.024, 0.003, -0.064], [0.067, -0.077, 0.032], [-0.042, -0.040, 0.005], [-0.008, 0.029, 0.028], [0.025, 0.106, 0.023], [-0.027, 0.013, 0.043], [0.014, 0.017, -0.077], [-0.002, -0.027, -0.210], [0.017, 0.030, 0.009], [0.000, 0.000, 0.043], [-0.046, 0.002, 0.020], [-0.115, 0.002, 0.030], [-0.044, -0.025, 0.021], [0.061, -0.013, 0.013], [0.014, -0.052, -0.019], [-0.059, 0.018, -0.025], [0.003, 0.042, 0.016], [0.021, -0.012, 0.007], [-0.095, -0.040, -0.055], [0.148, -0.124, -0.033], [-0.112, 0.150, -0.027]], "e_homo_ev": -2.729, "multiplicity": 1, "energy_ha": -4463.6100, "e_above_lowest_kcal_mol": 24.7, "homo_lumo_gap_ev": 5.729, "total_charge": -2}

***

Record 3
{"formula": "C9H20AlFNO", "method": "ωB97M-V/def2-TZVPD", "elements": ["C", "C", "C", "C", "Al", "C", "N", "C", "C", "O", "C", "C", "F", "H", "H", "H", "H", "H", "H", "H", "H", "H", "H", "H", "H", "H", "H", "H", "H", "H", "H", "H", "H"], "xyz": [[3.026, 0.510, 1.613], [1.860, 0.724, 0.642], [2.306, 0.447, -0.796], [0.627, -0.108, 1.032], [-1.088, -0.034, -0.035], [-2.076, 1.695, 0.263], [-1.299, 2.968, 0.075], [-2.353, -1.565, 0.589], [-1.902, -2.146, 1.847], [-2.389, -1.991, 2.950], [-0.925, -0.244, -2.057], [-0.194, -1.463, -2.550], [0.179, -2.340, -1.486], [3.984, 0.846, 1.199], [3.120, -0.553, 1.860], [2.859, 1.049, 2.551], [1.579, 1.786, 0.707], [2.397, -0.633, -0.956], [3.273, 0.913, -1.016], [1.580, 0.823, -1.518], [0.948, -1.161, 1.100], [0.345, 0.177, 2.060], [-2.942, 1.742, -0.416], [-2.519, 1.741, 1.268], [-0.584, 3.013, 0.795], [-0.777, 2.897, -0.794], [-2.263, -2.300, -0.217], [-3.378, -1.193, 0.687], [-0.924, -2.676, 1.779], [-1.966, -0.262, -2.406], [-0.475, 0.652, -2.502], [0.750, -1.220, -3.046], [-0.782, -2.094, -3.223]], "forces_ev_per_angstrom": [[0.047, -0.072, 0.081], [-0.126, 0.171, -0.035], [0.039, -0.099, 0.039], [0.037, 0.069, 0.022], [0.036, -0.006, 0.160], [-0.056, -0.063, -0.016], [0.020, 0.046, -0.080], [-0.174, -0.276, 0.212], [0.588, 0.498, -0.444], [-0.321, -0.031, 0.415], [-0.063, -0.065, -0.200], [0.089, -0.018, -0.039], [-0.033, 0.011, -0.013], [-0.055, 0.058, 0.029], [0.038, 0.046, -0.058], [-0.025, -0.083, -0.005], [0.080, -0.052, -0.097], [0.031, 0.063, -0.010], [-0.051, -0.021, 0.017], [-0.033, -0.045, 0.032], [-0.046, 0.061, -0.028], [0.011, -0.098, -0.040], [0.022, 0.074, 0.075], [0.021, -0.006, -0.054], [-0.013, -0.050, -0.035], [-0.001, 0.013, 0.056], [0.066, 0.067, -0.032], [0.053, 0.001, -0.104], [-0.162, -0.239, -0.082], [0.042, -0.008, 0.053], [-0.025, 0.010, 0.104], [-0.036, 0.015, 0.040], [-0.003, 0.029, 0.036]], "e_homo_ev": -4.147, "multiplicity": 1, "energy_ha": -827.2721, "homo_lumo_gap_ev": 7.484, "total_charge": -1}

***

Record 4
{"formula": "C4H12N4", "method": "ωB97M-V/def2-TZVPD", "elements": ["C", "N", "C", "N", "N", "N", "C", "C", "H", "H", "H", "H", "H", "H", "H", "H", "H", "H", "H", "H"], "xyz": [[-0.885, -1.441, -3.820], [-0.061, -1.136, -2.950], [0.885, -0.863, -2.169], [0.813, -0.620, -0.851], [-0.383, -0.701, -0.143], [-0.625, 0.408, 0.708], [0.453, 0.592, 2.150], [-0.038, 1.749, 2.928], [-1.406, -0.678, -4.397], [-1.116, -2.484, -4.034], [1.887, -0.808, -2.597], [1.699, -0.578, -0.347], [-0.478, -1.573, 0.386], [-0.570, 1.297, 0.193], [-1.564, 0.321, 1.114], [0.344, -0.374, 2.631], [1.429, 0.745, 1.703], [0.030, 2.686, 2.382], [-1.042, 1.612, 3.319], [0.627, 1.844, 3.793]], "forces_ev_per_angstrom": [[-0.759, -0.284, -0.809], [0.265, 0.223, 0.643], [0.324, 0.032, -0.353], [0.038, 0.307, 0.992], [-0.283, -0.548, -0.665], [1.800, 0.509, 2.235], [-1.188, -0.225, -1.717], [-0.104, 0.318, 0.199], [0.061, 0.108, 0.086], [0.086, -0.052, 0.097], [-0.060, -0.025, 0.106], [-0.242, -0.106, -0.136], [0.203, 0.337, -0.056], [-0.114, -0.344, -0.055], [0.071, -0.031, -0.298], [-0.035, -0.135, -0.108], [0.035, -0.098, -0.144], [0.003, 0.072, -0.050], [-0.100, -0.044, 0.030], [-0.002, -0.013, 0.004]], "smiles": "C=N/C=[NH+]\\N[NH2+]CC", "e_homo_ev": -18.861, "multiplicity": 1, "energy_ha": -377.8882, "e_above_lowest_kcal_mol": 70.0, "homo_lumo_gap_ev": 11.114, "total_charge": 2}